No. 1
{"formula": "C21H56As2F12N7O7", "method": "ωB97M-V with the def2-TZVPD basis set", "symbols": ["C", "N", "H", "H", "H", "H", "H", "F", "H", "C", "H", "F", "H", "F", "F", "H", "H", "O", "H", "H", "H", "H", "O", "H", "H", "C", "C", "F", "H", "H", "H", "H", "H", "C", "H", "N", "H", "H", "N", "H", "C", "H", "H", "H", "F", "C", "As", "C", "C", "H", "H", "C", "H", "O", "H", "H", "H", "O", "C", "H", "H", "H", "H", "C", "H", "H", "H", "N", "H", "C", "C", "H", "H", "F", "N", "H", "H", "F", "O", "C", "F", "F", "C", "C", "F", "H", "C", "O", "H", "H", "H", "As", "H", "H", "O", "H", "H", "C", "C", "F", "N", "N", "C", "H", "H"], "xyz": [[-15.090, -3.736, 11.561], [-14.670, -13.587, 11.142], [-10.433, -9.813, 16.745], [-14.462, -13.580, 10.145], [-18.670, -9.708, 10.196], [-12.588, -9.843, 8.863], [-15.850, -3.963, 6.921], [-16.011, -9.381, 11.171], [-13.169, -4.090, 4.073], [-14.480, -7.680, 16.039], [-17.728, -5.817, 13.969], [-13.693, -9.325, 10.292], [-10.964, -11.561, 8.040], [-13.450, -6.960, 11.143], [-11.003, -10.454, 10.431], [-16.119, -5.391, 5.935], [-14.851, -11.526, 10.931], [-13.066, -5.297, 6.229], [-13.344, -12.026, 11.856], [-9.277, -5.016, 7.675], [-13.185, -9.166, 5.482], [-13.478, -8.791, 14.485], [-11.613, -7.609, 7.990], [-8.187, -5.367, 10.366], [-22.623, -8.044, 9.233], [-9.075, -5.499, 10.981], [-14.038, -4.739, 5.845], [-15.459, -7.491, 9.863], [-22.041, -9.267, 10.231], [-14.973, -12.129, 12.645], [-17.204, -4.113, 11.381], [-10.671, -8.123, 16.120], [-14.283, -7.191, 16.989], [-10.981, -9.172, 16.065], [-13.846, -2.910, 4.838], [-12.261, -9.918, 7.881], [-13.809, -7.808, 6.268], [-18.087, -10.963, 9.070], [-14.022, -3.891, 4.602], [-17.670, -4.594, 15.262], [-15.383, -4.878, 6.558], [-14.468, -3.897, 2.626], [-13.594, -16.582, 12.393], [-18.029, -9.406, 8.605], [-15.771, -7.150, 12.158], [-16.981, -3.863, 13.319], [-14.686, -8.204, 11.242], [-12.854, -8.286, 6.030], [-12.507, -9.231, 16.214], [-15.274, -5.547, 7.411], [-22.686, -9.758, 8.642], [-13.849, -14.589, 11.956], [-15.640, -13.900, 11.190], [-13.110, -10.066, 16.797], [-12.173, -7.623, 5.502], [-15.751, -3.223, 3.626], [-18.864, -4.586, 13.956], [-20.400, -11.133, 7.946], [-10.671, -4.539, 9.287], [-16.271, -5.377, 12.028], [-10.183, -9.924, 8.257], [-21.119, -8.749, 7.301], [-8.979, -3.550, 8.495], [-17.808, -4.751, 14.196], [-14.333, -4.315, 12.091], [-14.933, -2.719, 11.906], [-10.184, -6.537, 9.449], [-10.313, -5.748, 10.082], [-10.647, -10.540, 6.625], [-10.876, -10.536, 7.689], [-14.415, -12.140, 11.713], [-13.082, -10.383, 7.498], [-8.991, -6.358, 11.642], [-13.992, -8.797, 12.756], [-16.423, -4.365, 11.986], [-14.872, -16.386, 11.351], [-9.201, -4.561, 11.519], [-9.397, -11.296, 12.204], [-13.371, -14.329, 13.022], [-13.852, -16.021, 11.497], [-9.143, -9.051, 13.142], [-10.867, -8.207, 11.398], [-9.800, -4.165, 8.109], [-12.171, -8.473, 7.391], [-8.744, -9.491, 10.769], [-11.023, -6.000, 10.771], [-19.990, -10.140, 8.458], [-11.571, -3.852, 9.672], [-15.588, -5.029, 3.625], [-20.293, -8.052, 8.475], [-12.683, -7.519, 15.040], [-10.119, -9.759, 11.783], [-15.054, -4.054, 10.523], [-14.998, -8.602, 16.314], [-16.568, -2.805, 13.686], [-10.319, -3.503, 7.423], [-10.759, -9.299, 15.000], [-18.699, -10.069, 9.168], [-15.087, -4.076, 3.502], [-11.468, -10.093, 12.921], [-13.289, -8.279, 15.348], [-20.829, -8.893, 8.269], [-22.112, -9.005, 9.175], [-13.162, -16.116, 10.659], [-15.060, -7.162, 15.281]], "lowdin_charge": [0.047, 0.107, 0.117, 0.171, 0.098, 0.117, 0.105, -0.259, 0.180, 0.037, 0.081, -0.258, 0.113, -0.250, -0.274, 0.093, 0.061, 0.161, 0.095, 0.100, 0.101, 0.123, 0.164, 0.112, 0.108, 0.075, -0.369, -0.272, 0.115, 0.111, 0.183, 0.100, 0.124, 0.056, 0.200, 0.083, 0.085, 0.102, 0.098, 0.117, 0.034, 0.120, 0.115, 0.095, -0.274, -0.366, 0.837, 0.038, -0.378, 0.081, 0.113, -0.383, 0.182, 0.200, 0.101, 0.117, 0.113, 0.212, -0.412, 0.109, 0.096, 0.190, 0.118, 0.037, 0.097, 0.111, 0.136, 0.094, 0.118, 0.055, 0.045, 0.173, 0.097, -0.240, 0.092, 0.106, 0.117, -0.230, 0.199, 0.038, -0.276, -0.280, 0.041, -0.369, -0.236, 0.136, -0.409, 0.151, 0.107, 0.167, 0.171, 0.827, 0.093, 0.105, 0.195, 0.100, 0.058, 0.013, 0.079, -0.288, 0.072, 0.114, 0.070, 0.111, 0.087], "homo_lumo_gap_ev": 9.37, "e_tot_ev": -201689.867, "e_homo_ha": -0.75924, "total_charge": 5}

No. 2
{"formula": "C21H56BF4O7V", "method": "ωB97M-V with the def2-TZVPD basis set", "symbols": ["H", "H", "H", "C", "V", "C", "H", "H", "H", "F", "C", "O", "C", "F", "H", "H", "H", "H", "H", "C", "H", "H", "C", "H", "H", "H", "C", "H", "C", "H", "H", "H", "C", "H", "C", "H", "H", "H", "H", "C", "H", "H", "B", "H", "H", "C", "H", "C", "O", "O", "H", "O", "H", "H", "H", "O", "H", "H", "H", "H", "H", "H", "H", "F", "H", "H", "C", "H", "H", "C", "H", "O", "H", "H", "H", "H", "C", "C", "H", "H", "C", "F", "H", "H", "H", "C", "C", "O", "C", "H"], "xyz": [[12.511, -10.401, -3.174], [18.247, -9.477, -7.224], [10.813, -5.790, -1.602], [12.428, -6.889, -5.340], [16.598, -7.033, -5.660], [16.177, -3.968, 2.353], [17.358, -3.101, -4.991], [13.515, -5.317, 0.849], [16.064, -9.764, -5.363], [15.391, -6.883, -3.944], [13.925, -5.185, -0.155], [14.745, -10.424, -4.532], [17.839, -11.276, -6.174], [14.852, -8.669, -2.672], [11.811, -8.899, -6.967], [20.618, -8.147, -2.953], [15.817, -2.697, -2.942], [15.879, -9.449, -8.359], [18.522, -5.122, -3.930], [17.369, -10.002, -6.852], [11.621, -7.489, -4.919], [14.244, -6.156, -6.808], [17.547, -4.311, 1.794], [13.317, -9.072, -7.903], [16.847, -5.598, 0.102], [11.850, -7.036, -0.887], [16.831, -3.878, -4.428], [17.767, -6.170, 2.346], [12.696, -8.379, -7.341], [16.845, -10.854, -8.796], [12.926, -6.358, -4.533], [18.422, -11.855, -6.891], [17.766, -4.502, -3.451], [18.299, -3.712, -2.922], [16.383, -10.327, -7.959], [15.781, -3.125, 1.780], [11.136, -5.740, 0.091], [12.084, -12.059, -3.277], [17.261, -5.112, -2.699], [15.589, -3.316, -3.806], [18.959, -8.867, -4.665], [17.113, -3.883, -0.313], [15.891, -7.723, -2.856], [11.964, -6.152, -6.004], [15.487, -4.805, 2.261], [19.590, -8.000, -4.828], [15.342, -12.803, -5.300], [12.758, -5.051, -1.149], [16.449, -4.837, -5.498], [16.663, -9.179, -5.880], [14.954, -4.135, -3.455], [13.266, -5.293, -2.489], [13.686, -8.650, -5.539], [16.271, -3.620, 3.382], [12.456, -4.006, -1.189], [18.193, -5.330, 2.541], [14.542, -11.935, -3.126], [14.795, -9.740, -3.843], [13.822, -12.310, -6.031], [12.311, -7.617, -8.028], [18.455, -4.965, -0.002], [19.252, -7.124, -2.887], [12.112, -11.046, -4.765], [16.128, -7.002, -1.728], [14.441, -4.227, -0.146], [13.762, -13.600, -4.914], [20.078, -7.404, -3.545], [18.185, -3.427, 1.817], [17.007, -11.888, -5.833], [17.437, -4.709, 0.325], [16.133, -4.296, -6.228], [18.805, -6.987, -5.571], [21.342, -9.229, -5.358], [14.538, -6.042, -0.417], [21.400, -7.586, -5.949], [19.463, -6.355, -5.881], [12.614, -11.278, -3.824], [11.605, -5.973, -0.869], [13.386, -6.248, -2.547], [15.018, -2.746, -4.541], [14.062, -11.595, -4.051], [17.023, -8.334, -3.398], [20.717, -6.533, -3.701], [18.444, -11.064, -5.290], [15.655, -11.016, -7.524], [20.721, -8.427, -5.754], [14.286, -12.664, -5.097], [14.554, -7.012, -6.491], [13.376, -7.776, -6.113], [20.324, -8.737, -6.721]], "lowdin_charge": [0.081, 0.124, 0.084, -0.021, 1.098, -0.060, 0.145, 0.082, 0.067, 0.035, -0.043, -0.098, -0.021, 0.136, 0.091, 0.104, 0.098, 0.078, 0.059, -0.418, 0.100, 0.112, -0.492, 0.074, 0.057, 0.086, -0.409, 0.090, -0.030, 0.094, 0.057, 0.100, -0.032, 0.106, -0.027, 0.079, 0.086, 0.092, 0.079, -0.025, 0.113, 0.073, -1.209, 0.098, 0.068, -0.429, 0.056, -0.446, -0.131, -0.157, 0.069, -0.094, 0.119, 0.082, 0.139, -0.037, 0.150, 0.042, 0.087, 0.089, 0.083, 0.078, 0.084, 0.196, 0.070, 0.092, -0.038, 0.138, 0.060, -0.077, 0.110, -0.128, 0.098, 0.067, 0.094, 0.117, -0.042, -0.057, 0.052, 0.091, -0.453, 0.147, 0.098, 0.088, 0.082, -0.033, -0.042, -0.122, -0.428, 0.074], "spin_multiplicity": 4, "homo_lumo_gap_ev": [8.79, 8.66], "e_tot_ev": -74254.787, "e_above_lowest_ev": 0.172, "e_homo_ha": [-0.43093, -0.43093], "total_charge": 1}

Which formula does entry 2 have?
C21H56BF4O7V